Entry 1:
# C3H5HgO3

A molecular structure, C3H5HgO3 (wB97M-V/def2-TZVPD, the OMol25 dataset).

## Properties
Highest occupied orbital energy (spin up / spin down) ... -0.6352 / -0.8096 Ha
ΔE to the lowest compared entry with this formula, charge and spin ... 79.7 kcal per mole
HOMO-LUMO gap (spin up / spin down) ... 4.2 / 9.5 eV
Expectation value of S² ... 0.758

```
! RIJCOSX wB97M-V def2-TZVPD def2/J DEFGRID3
* xyz 2 2
H -0.778 -2.360 -0.593
O 1.435 -0.541 -0.710
H 1.637 -1.381 -0.267
H -0.784 0.315 -2.196
O -0.508 0.372 -0.146
C 0.809 0.343 0.075
H -0.241 -2.068 -2.392
O 1.143 0.748 1.195
C -0.584 -1.688 -1.431
H -2.165 -0.238 -1.143
Hg -0.711 1.078 1.806
C -1.089 -0.298 -1.342
*
```

natural (NBO) population analysis, charges in e, atoms 1 to 8:
1 H 0.2201
2 O -0.6252
3 H 0.5667
4 H 0.2641
5 O -0.5872
6 C 1.0421
7 H 0.2626
8 O -0.6267

Entry 2:
# C3H5I

2 unconnected molecules or ions with the total composition C3H5I (wB97M-V/def2-TZVPD, the OMol25 dataset).

## Properties
Highest occupied orbital energy ... -0.3306 Ha
ΔE to the lowest compared entry with this formula, charge and spin ... 86.7 kcal per mole
HOMO-LUMO gap ... 8.9 eV

```
! RIJCOSX wB97M-V def2-TZVPD def2/J DEFGRID3
* xyz 0 1
H -0.095 -1.682 1.930
H 0.516 0.033 2.114
H 1.272 0.746 -3.351
H -1.046 -0.406 3.010
C -0.390 -0.646 2.152
C 0.706 0.675 -2.439
I -1.617 0.063 0.502
H -0.261 1.078 -2.627
C 0.916 0.140 -1.290
*
```

natural (NBO) population analysis, charges in e, atoms 1 to 8:
1 H 0.2344
2 H 0.2367
3 H 0.2806
4 H 0.2319
5 C -0.7163
6 C -0.8268
7 I 0.0950
8 H 0.2814

Entry 3:
# C3H5I2NO2

2 unconnected molecules or ions with the total composition C3H5I2NO2 (wB97M-V/def2-TZVPD, the OMol25 dataset).

## Properties
Highest occupied orbital energy ... -0.3473 Ha
ΔE to the lowest compared entry with this formula, charge and spin ... 68.4 kcal per mole
HOMO-LUMO gap ... 9.1 eV

```
! RIJCOSX wB97M-V def2-TZVPD def2/J DEFGRID3
* xyz 0 1
C -0.494 1.091 0.355
I 2.212 1.327 1.853
N -0.026 -1.831 1.809
H -0.753 -0.951 -3.838
C 0.464 -1.017 1.143
O -0.410 -2.752 2.434
H -0.974 1.226 1.322
C 0.748 0.220 0.480
H -1.196 0.599 -0.319
O 1.379 -0.012 -0.717
H -0.241 2.068 -0.050
I -2.216 -0.792 -3.283
H 1.508 0.825 -1.189
*
```

natural (NBO) population analysis, charges in e, atoms 1 to 8:
1 C -0.6543
2 I -0.0342
3 N 0.2529
4 H 0.0988
5 C 0.0980
6 O -0.3795
7 H 0.2384
8 C 0.2089

Entry 4:
# C3H5IN2Si

A single C3H5IN2Si molecule (wB97M-V/def2-TZVPD, the OMol25 dataset).

## Properties
Highest occupied orbital energy ... -0.3045 Ha
ΔE to the lowest compared entry with this formula, charge and spin ... 35.4 kcal per mole
HOMO-LUMO gap ... 8.4 eV

```
! RIJCOSX wB97M-V def2-TZVPD def2/J DEFGRID3
* xyz 0 1
I -3.618 -0.103 -0.166
C 1.934 -0.313 -0.373
H -2.173 1.499 1.863
Si -1.768 1.399 0.362
C -0.278 0.305 0.175
H 3.011 -0.271 -0.776
C 1.276 -1.372 0.315
N 1.216 0.786 -0.418
H -0.850 -1.295 1.063
N 0.012 -0.909 0.649
H 1.678 -2.240 0.660
H -1.490 2.592 -0.469
*
```

natural (NBO) population analysis, charges in e, atoms 1 to 8:
1 I -0.2326
2 C -0.0590
3 H -0.1285
4 Si 0.8674
5 C -0.1800
6 H 0.2232
7 C -0.1408
8 N -0.4242

Entry 5:
# C3H5KO3

A molecular structure, C3H5KO3 (wB97M-V/def2-TZVPD, the OMol25 dataset).

## Properties
Highest occupied orbital energy ... -0.2148 Ha
ΔE to the lowest compared entry with this formula, charge and spin ... 87.2 kcal per mole
HOMO-LUMO gap ... 5.3 eV

```
! RIJCOSX wB97M-V def2-TZVPD def2/J DEFGRID3
* xyz 0 1
O 6.647 -1.781 -1.865
O -2.219 -0.753 0.840
K 2.685 -0.469 -0.446
H -3.006 1.070 0.136
H -0.945 1.957 0.595
H -0.990 0.875 1.910
H -1.878 0.039 -1.075
H -3.109 -0.997 0.273
C -2.209 0.332 -0.063
C -0.895 0.860 0.800
O 0.278 0.311 0.389
C 5.641 -1.444 -1.494
*
```

natural (NBO) population analysis, charges in e, atoms 1 to 8:
1 O -0.4498
2 O -0.6942
3 K 0.9709
4 H 0.1541
5 H 0.0574
6 H 0.1304
7 H 0.1689
8 H 0.4430

Entry 6:
# C3H5LiO3Rb

A molecular structure, C3H5LiO3Rb (wB97M-V/def2-TZVPD, the OMol25 dataset).

## Properties
Highest occupied orbital energy (spin up / spin down) ... -0.1712 / -0.1901 Ha
ΔE to the lowest compared entry with this formula, charge and spin ... 151.4 kcal per mole
HOMO-LUMO gap (spin up / spin down) ... 4.1 / 4.3 eV
Expectation value of S² ... 0.764

```
! RIJCOSX wB97M-V def2-TZVPD def2/J DEFGRID3
* xyz 0 2
C -0.881 -0.345 -0.007
Rb 3.741 -1.903 -1.553
H -1.882 -0.773 -0.059
C -1.107 1.121 0.406
C 1.042 0.848 -0.075
H -1.415 -0.559 -1.590
O 0.463 -0.313 -0.401
O 2.253 0.895 -0.280
Li 1.766 -2.082 1.060
O 0.195 1.625 0.582
H -1.677 1.182 1.335
H -0.862 -1.383 0.946
H -1.636 1.687 -0.364
*
```

natural (NBO) population analysis, charges in e, atoms 1 to 8:
1 C -0.1999
2 Rb 0.6355
3 H 0.2324
4 C -0.1417
5 C 0.9808
6 H -0.3003
7 O -0.5817
8 O -0.6679

Entry 7:
# C3H5LiO4Pr

A molecular structure, C3H5LiO4Pr (wB97M-V/def2-TZVPD, the OMol25 dataset).

## Properties
Highest occupied orbital energy (spin up / spin down) ... -0.5387 / -0.5613 Ha
ΔE to the lowest compared entry with this formula, charge and spin ... 39.7 kcal per mole
HOMO-LUMO gap (spin up / spin down) ... 7.1 / 7.7 eV
Expectation value of S² ... 3.752

```
! RIJCOSX wB97M-V def2-TZVPD def2/J DEFGRID3
* xyz 2 4
C -1.772 1.013 -0.387
H 0.887 1.752 0.616
H 0.485 1.064 -0.661
O -1.831 0.309 -1.477
H 1.818 -2.631 1.253
Pr -0.529 -0.510 -3.385
O 1.867 -1.670 1.158
H -2.405 0.654 0.447
O 1.250 -1.375 -1.061
H -1.775 2.104 -0.583
O 0.220 -0.480 0.682
C 1.124 -1.256 0.138
Li 0.485 0.086 2.872
C 0.175 0.940 0.388
*
```

natural (NBO) population analysis, charges in e, atoms 1 to 8:
1 C 0.1474
2 H 0.2376
3 H 0.1594
4 O -0.9621
5 H 0.5335
6 Pr 1.8815
7 O -0.6957
8 H 0.1757

Entry 8:
# C3H5LiO4Ru

A molecular structure, C3H5LiO4Ru (wB97M-V/def2-TZVPD, the OMol25 dataset).

## Properties
Highest occupied orbital energy (spin up / spin down) ... -0.4738 / -0.5209 Ha
HOMO-LUMO gap (spin up / spin down) ... 9.0 / 8.3 eV
Expectation value of S² ... 8.772

```
! RIJCOSX wB97M-V def2-TZVPD def2/J DEFGRID3
* xyz 1 6
C 1.585 -0.906 -0.141
H -2.740 1.643 -0.707
H 2.303 -1.005 0.689
C 0.216 -1.327 0.312
O -0.771 -0.213 0.597
H 1.905 -1.557 -0.970
Li 0.413 1.466 1.858
H -0.325 -1.951 -0.411
O -2.454 0.989 -0.056
O -0.741 0.568 -1.518
Ru 1.320 1.093 -0.814
O 0.330 2.455 0.244
C -1.251 0.541 -0.388
H 0.210 -1.797 1.304
*
```

natural (NBO) population analysis, charges in e, atoms 1 to 8:
1 C -0.8810
2 H 0.5240
3 H 0.2380
4 C -0.1022
5 O -0.5666
6 H 0.2668
7 Li 0.9615
8 H 0.2255

Entry 9:
# C3H5MgO3

A molecular structure, C3H5MgO3 (wB97M-V/def2-TZVPD, the OMol25 dataset).

## Properties
Highest occupied orbital energy (spin up / spin down) ... -0.7074 / -0.7075 Ha
ΔE to the lowest compared entry with this formula, charge and spin ... 228.4 kcal per mole
HOMO-LUMO gap (spin up / spin down) ... 7.1 / 7.1 eV
Expectation value of S² ... 0.785

```
! RIJCOSX wB97M-V def2-TZVPD def2/J DEFGRID3
* xyz 2 2
H -0.880 -2.039 0.813
H 0.960 -1.677 0.329
H -0.430 0.478 2.637
Mg 1.564 1.937 -0.486
H 0.146 -1.044 -1.753
C -0.188 0.507 1.555
C -0.648 -0.489 -1.225
O -0.595 0.648 -1.825
C -0.089 -1.401 0.424
H -1.183 0.527 0.296
O 0.719 1.358 1.274
O 0.624 1.195 -2.040
*
```

natural (NBO) population analysis, charges in e, atoms 1 to 8:
1 H 0.2528
2 H 0.2346
3 H 0.2570
4 Mg 1.8887
5 H 0.1759
6 C 0.2545
7 C 0.3488
8 O -0.1719

Entry 10:
# C3H5N

A single C3H5N molecule (wB97M-V/def2-TZVPD, the OMol25 dataset).

## Properties
Highest occupied orbital energy ... -0.3636 Ha
ΔE to the lowest compared entry with this formula, charge and spin ... 65.5 kcal per mole
HOMO-LUMO gap ... 11.0 eV

```
! RIJCOSX wB97M-V def2-TZVPD def2/J DEFGRID3
* xyz 0 1
H 2.031 -1.377 0.210
H -0.721 0.386 1.324
C 1.332 -0.658 0.173
N 1.445 0.602 0.190
C -1.138 0.329 0.315
H -1.755 -0.603 0.112
H -1.448 1.214 -0.318
C 0.184 0.019 -0.410
H 0.070 0.089 -1.596
*
```

natural (NBO) population analysis, charges in e, atoms 1 to 8:
1 H 0.1968
2 H 0.2256
3 C 0.0317
4 N -0.3049
5 C -0.6481
6 H 0.2151
7 H 0.2294
8 C -0.1123